Entry from the Open Molecules 2025 dataset: a single C3H3NO molecule at a distorted geometry (ωB97M-V with the def2-TZVPD basis set).

XYZ file:
```
8
C3H3NO | the Open Molecules 2025 dataset | ωB97M-V with the def2-TZVPD basis set
C -0.10 0.16 -0.22
C 0.19 0.41 -1.56
C -0.05 -0.36 1.19
N -0.65 1.19 -0.82
O 0.77 0.11 -2.65
H 0.01 -1.49 1.03
H -1.03 -0.01 1.51
H 0.86 -0.02 1.52
```

Output
E_LUMO, eV: 0.5
HOMO, eV: -9.586
Gap between HOMO and LUMO, eV: 10.131
SMILES string: Cc1nc1=O

These are the Mulliken partial charges, in e, on atoms 1 to 2: C 0.377; C 0.628


Entry from the Open Molecules 2025 dataset: 2 unconnected molecules or ions with the total composition C33H44F3N3O5P at a distorted geometry (ωB97M-V with the def2-TZVPD basis set).

XYZ file:
```
89
C33H44F3N3O5P | the Open Molecules 2025 dataset | ωB97M-V with the def2-TZVPD basis set
C -4.72 4.86 0.05
C -3.46 5.62 0.35
O -2.84 5.50 1.37
O -3.11 6.49 -0.63
C -1.71 6.57 -0.95
C -1.34 5.68 -2.12
C -1.50 4.18 -1.84
C -0.73 3.70 -0.60
C -0.08 2.32 -0.79
C 1.39 2.43 -1.19
C 2.14 1.16 -0.97
C 2.42 0.23 -1.89
C 1.97 0.40 -3.33
F 2.14 -0.69 -4.07
F 2.61 1.40 -3.93
F 0.64 0.68 -3.38
C 3.22 -0.97 -1.50
O 3.85 -1.59 -2.32
C 3.25 -1.35 -0.06
C 3.55 -2.66 0.30
O 3.77 -3.64 -0.62
C 3.57 -2.98 1.64
C 3.33 -2.04 2.64
C 3.43 -2.56 4.03
C 4.62 -2.47 4.73
C 4.70 -3.01 6.00
C 3.56 -3.61 6.52
C 2.42 -3.65 5.74
N 2.34 -3.15 4.51
C 3.03 -0.71 2.30
P 2.68 0.51 3.64
N 3.02 0.05 5.09
C 2.98 -0.40 0.93
C 2.63 0.97 0.45
O 2.72 1.95 1.15
H -4.47 3.81 -0.08
H -5.18 5.22 -0.87
H -5.41 4.99 0.88
H -1.10 6.39 -0.07
H -1.53 7.61 -1.23
H -0.31 5.91 -2.38
H -1.95 5.97 -2.97
H -2.57 4.01 -1.70
H -1.20 3.63 -2.74
H 0.05 4.44 -0.39
H -1.40 3.69 0.26
H -0.62 1.82 -1.60
H -0.20 1.73 0.12
H 1.86 3.22 -0.61
H 1.46 2.74 -2.23
H 4.71 -3.68 -0.85
H 3.78 -4.01 1.92
H 5.48 -1.99 4.28
H 5.62 -2.97 6.57
H 3.56 -4.04 7.51
H 1.52 -4.10 6.14
H 1.30 0.73 3.45
H 3.32 1.69 3.26
H 3.69 0.66 5.55
C -1.24 -1.30 1.47
C -0.37 -1.58 0.24
C -0.96 -1.19 -1.11
N -1.84 -2.20 -1.81
C -2.42 -1.50 -3.01
C -3.50 -2.29 -3.72
C -4.61 -2.68 -2.76
C -4.02 -3.48 -1.60
C -2.93 -2.69 -0.89
C -0.99 -3.34 -2.27
H -1.99 -2.07 1.64
H -0.62 -1.26 2.36
H -1.75 -0.34 1.38
H -0.02 -2.62 0.25
H 0.54 -0.98 0.34
H -0.16 -1.00 -1.82
H -1.55 -0.28 -1.01
H -2.83 -0.55 -2.64
H -1.58 -1.27 -3.67
H -3.90 -1.67 -4.53
H -3.08 -3.18 -4.20
H -5.38 -3.26 -3.27
H -5.10 -1.78 -2.37
H -3.62 -4.43 -1.97
H -4.78 -3.72 -0.87
H -2.44 -3.31 -0.14
H -3.35 -1.80 -0.41
H -0.56 -3.83 -1.40
H -0.20 -2.95 -2.91
H -1.60 -4.05 -2.82
```

Output
E_LUMO, eV: -3.9
Charge: +1
HOMO, eV: -10.395
Gap between HOMO and LUMO, eV: 6.496

These are the Mulliken partial charges, in e, on atoms 1 to 2: C -0.981; C 0.806


Entry from the Open Molecules 2025 dataset: a single C5H8O molecule (ωB97M-V with the def2-TZVPD basis set).

XYZ file:
```
14
C5H8O | the Open Molecules 2025 dataset | ωB97M-V with the def2-TZVPD basis set
C -2.56 -0.71 0.39
C -1.40 -0.30 -0.43
C -0.26 -0.25 -0.82
C 1.21 -0.31 -0.78
C 1.87 0.89 -0.09
O 1.34 1.14 1.19
H -2.22 -0.64 1.43
H -3.47 -0.12 0.33
H -2.81 -1.76 0.20
H 1.41 -1.16 -0.12
H 1.72 -0.52 -1.72
H 2.92 0.66 0.08
H 1.85 1.78 -0.74
H 0.39 1.31 1.08
```

Output
E_LUMO, eV: 0.9
HOMO, eV: -9.596
Gap between HOMO and LUMO, eV: 10.531
SMILES string: CC#CCCO

These are the Mulliken partial charges, in e, on atoms 1 to 2: C -0.993; C 0.423


Entry from the Open Molecules 2025 dataset: a molecular structure, C16H36AsCsF6P at a distorted geometry (ωB97M-V with the def2-TZVPD basis set).

XYZ file:
```
61
C16H36AsCsF6P | the Open Molecules 2025 dataset | ωB97M-V with the def2-TZVPD basis set
Cs -0.16 2.04 -6.03
C 3.71 3.25 2.53
C 2.52 2.98 1.59
C 1.73 1.63 1.80
C 0.77 1.33 0.64
P -0.34 -0.15 0.74
C 0.64 -1.73 0.42
C -0.22 -2.98 0.15
C 0.55 -4.17 -0.28
C -0.20 -5.51 -0.52
C -1.20 -0.22 2.31
C -2.30 0.86 2.40
C -2.67 1.40 3.83
C -1.67 2.43 4.36
C -1.62 0.05 -0.60
C -1.13 0.03 -2.10
C -2.21 0.47 -3.07
C -3.40 -0.41 -3.22
H 3.37 3.37 3.56
H 4.28 4.11 2.19
H 4.41 2.42 2.58
H 2.84 3.07 0.55
H 1.81 3.78 1.79
H 1.08 1.56 2.67
H 2.47 0.84 1.88
H 1.33 0.92 -0.21
H 0.03 2.07 0.36
H 1.25 -2.01 1.29
H 1.26 -1.49 -0.44
H -1.08 -2.76 -0.49
H -0.88 -3.19 0.99
H 1.33 -4.22 0.48
H 1.09 -4.05 -1.22
H 0.45 -6.35 -0.76
H -0.84 -5.36 -1.39
H -0.79 -5.74 0.36
H -0.54 -0.16 3.17
H -1.57 -1.24 2.40
H -3.22 0.49 1.94
H -2.08 1.71 1.76
H -2.89 0.53 4.45
H -3.63 1.91 3.77
H -1.64 3.30 3.71
H -0.63 2.09 4.33
H -1.82 2.72 5.40
H -2.08 1.02 -0.41
H -2.40 -0.70 -0.46
H -0.74 -0.96 -2.33
H -0.31 0.73 -2.23
H -1.75 0.51 -4.06
H -2.56 1.42 -2.66
H -4.05 0.07 -3.95
H -3.99 -0.47 -2.31
H -3.17 -1.43 -3.55
As 3.25 0.02 -4.00
F 4.37 -1.37 -3.74
F 1.95 -1.01 -4.76
F 2.16 1.38 -4.39
F 4.54 1.15 -3.31
F 4.01 0.30 -5.60
F 2.57 -0.30 -2.35
```

Output
E_LUMO (alpha / beta), eV: -0.2 / -0.2
HOMO (alpha / beta), eV: -2.730 / -11.821
Gap between HOMO and LUMO (alpha / beta), eV: 2.521 / 11.607
Multiplicity: 2

These are the Mulliken partial charges, in e, on atoms 1 to 2: Cs 0.187; C -1.313


Entry from the Open Molecules 2025 dataset: a single C2H3FS2 molecule at a distorted geometry (ωB97M-V with the def2-TZVPD basis set).

XYZ file:
```
8
C2H3FS2 | the Open Molecules 2025 dataset | ωB97M-V with the def2-TZVPD basis set
C 0.23 -0.47 0.06
C -0.18 0.58 -0.61
F -2.48 2.35 -2.94
S -0.05 0.78 -2.44
S -0.82 2.56 -2.86
H 0.04 -0.43 1.15
H 0.53 -1.45 -0.51
H -0.50 1.38 -0.14
```

Output
E_LUMO, eV: 0.3
HOMO, eV: -9.552
Gap between HOMO and LUMO, eV: 9.867
SMILES string: C=CSSF

These are the Mulliken partial charges, in e, on atoms 1 to 2: C -0.524; C -0.190


Entry from the Open Molecules 2025 dataset: a molecular structure, C2H6AlBrO3P (ωB97M-V with the def2-TZVPD basis set).

XYZ file:
```
14
C2H6AlBrO3P | the Open Molecules 2025 dataset | ωB97M-V with the def2-TZVPD basis set
O 2.96 -1.29 -0.01
P 2.06 -0.17 -0.39
C 0.43 0.03 0.42
O -0.10 1.20 -0.09
Al -1.90 1.18 0.11
O -1.83 -0.60 0.48
C -0.61 -1.11 0.30
Br -0.48 -1.97 -1.57
H 2.59 1.11 -0.11
H 1.73 -0.03 -1.75
H 0.64 0.11 1.50
H -2.72 1.53 -1.22
H -2.37 2.00 1.42
H -0.37 -1.97 0.92
```

Output
E_LUMO, eV: 3.4
Charge: -1
HOMO, eV: -5.582
Gap between HOMO and LUMO, eV: 8.978

These are the Mulliken partial charges, in e, on atoms 1 to 2: O -0.704; P 0.383


Entry from the Open Molecules 2025 dataset: a molecular structure, C43H47AsN3O7PS6Si2Tl (ωB97M-V with the def2-TZVPD basis set).

XYZ file:
```
111
C43H47AsN3O7PS6Si2Tl | the Open Molecules 2025 dataset | ωB97M-V with the def2-TZVPD basis set
Tl -0.43 -0.20 0.36
O 0.54 -2.86 8.11
N 0.72 -3.33 7.01
O 1.33 -4.36 6.81
C 0.12 -2.62 5.85
C -0.86 -1.75 6.15
C -1.58 -1.08 5.13
C -2.64 -0.20 5.42
C -3.32 0.38 4.39
C -2.94 0.06 3.07
N -1.96 -0.76 2.78
C -1.26 -1.31 3.79
C -0.14 -2.17 3.47
N 0.19 -2.28 2.17
C 1.14 -3.12 1.81
C 1.88 -3.85 2.75
C 1.61 -3.71 4.08
C 0.54 -2.86 4.49
H -1.13 -1.60 7.19
H -2.90 0.00 6.45
H -4.13 1.08 4.56
H -3.47 0.50 2.23
H 1.31 -3.25 0.75
H 2.68 -4.50 2.42
H 2.18 -4.24 4.81
O -0.56 -3.87 -3.00
S 0.26 -3.22 -2.00
O 0.44 -3.95 -0.75
O -0.09 -1.81 -1.79
C 1.92 -3.19 -2.70
C 2.20 -4.15 -3.68
C 3.47 -4.24 -4.22
C 4.47 -3.37 -3.79
C 4.19 -2.43 -2.82
C 2.92 -2.33 -2.25
P 2.59 -1.08 -0.91
C 3.85 -1.56 0.35
C 4.53 -2.78 0.38
C 5.35 -3.10 1.46
C 5.50 -2.22 2.52
C 4.81 -1.01 2.51
C 3.99 -0.69 1.44
C 3.40 0.35 -1.77
C 4.45 1.11 -1.27
C 4.98 2.15 -2.02
C 4.49 2.43 -3.29
C 3.45 1.67 -3.80
C 2.90 0.64 -3.04
H 1.39 -4.79 -4.02
H 3.69 -4.98 -4.98
H 5.47 -3.43 -4.21
H 4.97 -1.74 -2.50
H 4.40 -3.49 -0.42
H 5.88 -4.05 1.46
H 6.14 -2.48 3.36
H 4.89 -0.33 3.35
H 3.43 0.24 1.46
H 4.85 0.91 -0.28
H 5.79 2.75 -1.62
H 4.92 3.23 -3.88
H 3.05 1.88 -4.79
H 2.08 0.05 -3.44
O 3.03 6.07 3.13
C 2.21 5.18 3.15
S 0.49 5.44 3.49
C -0.06 3.77 3.31
C 0.96 2.82 3.07
S 0.80 1.16 3.08
S 2.58 3.48 2.87
S -1.70 3.49 3.49
C -6.89 0.73 -1.25
Si -5.18 1.47 -0.96
C -5.27 2.18 0.78
C -4.98 2.90 -2.18
As -3.61 -0.28 -0.92
Si -3.36 -0.68 -3.25
C -4.89 -0.14 -4.22
C -1.91 0.17 -4.05
C -3.25 -2.54 -3.39
H -7.66 1.49 -1.05
H -7.06 -0.12 -0.58
H -7.02 0.39 -2.28
H -5.99 3.01 0.81
H -4.31 2.56 1.14
H -5.61 1.41 1.48
H -5.01 3.86 -1.65
H -5.79 2.89 -2.91
H -4.04 2.86 -2.73
H -5.07 0.93 -4.16
H -5.78 -0.67 -3.88
H -4.73 -0.40 -5.28
H -2.08 1.24 -4.18
H -1.74 -0.28 -5.03
H -1.00 0.01 -3.46
H -3.90 -3.03 -2.67
H -2.22 -2.87 -3.21
H -3.53 -2.87 -4.40
O 1.03 2.18 -0.34
S 0.79 3.13 -1.48
C 0.52 4.76 -0.71
C -0.99 5.00 -0.55
C -1.67 3.64 -0.71
C -0.97 3.00 -1.89
H 1.02 5.52 -1.32
H 1.05 4.67 0.24
H -1.34 5.68 -1.32
H -1.21 5.44 0.42
H -2.75 3.75 -0.86
H -1.52 3.04 0.18
H -1.13 3.55 -2.83
H -1.20 1.94 -2.05
```

Output
E_LUMO (alpha / beta), eV: 0.5 / 1.1
Charge: -1
HOMO (alpha / beta), eV: -4.423 / -5.394
Gap between HOMO and LUMO (alpha / beta), eV: 4.875 / 6.494

These are the Mulliken partial charges, in e, on atoms 1 to 2: Tl 1.186; O -0.631


Entry from the Open Molecules 2025 dataset: 5 unconnected molecules or ions with the total composition C5H18NO6 at a distorted geometry (ωB97M-V with the def2-TZVPD basis set).

XYZ file:
```
30
C5H18NO6 | the Open Molecules 2025 dataset | ωB97M-V with the def2-TZVPD basis set
C -1.08 -0.27 -0.66
C -1.19 -0.89 0.80
C -0.33 -2.15 0.92
C -2.64 -1.18 1.13
N -0.21 0.87 -0.78
C 1.17 0.63 -1.06
O 1.41 -0.29 -1.87
O 2.00 1.37 -0.49
H -2.09 -0.03 -0.96
H -0.68 -1.06 -1.30
H -0.77 -0.11 1.42
H 0.73 -1.91 0.95
H -0.57 -2.82 0.09
H -0.63 -2.70 1.81
H -2.75 -1.81 2.03
H -3.13 -1.73 0.31
H -3.21 -0.26 1.23
H -0.26 1.54 -0.03
H 3.83 -1.30 -0.72
H 3.23 -1.04 -2.04
O 3.85 -1.67 -1.62
H 0.14 2.65 2.47
H -0.32 1.58 3.48
O -0.62 2.39 3.06
H 1.56 2.44 0.54
H 1.68 4.01 1.18
O 1.28 3.14 1.21
H -0.63 0.73 -3.43
H 0.47 -0.26 -3.57
O -0.25 0.14 -4.10
```

Output
E_LUMO, eV: 3.3
Charge: -1
HOMO, eV: -5.779
Gap between HOMO and LUMO, eV: 9.044

These are the Mulliken partial charges, in e, on atoms 1 to 2: C -1.086; C 1.459